[1]
The following is a DFT calculation (ωB97M-V/def2-TZVPD) of 2 unconnected molecules or ions with the total composition C19H43ClN5O7PS in a non-equilibrium geometry.

Each line ends with the Löwdin charge.
Positions of all 77 atoms, in Å:
Cl -2.7655 -1.0752 4.0241  0.61
S -0.3041 1.7840 -0.9939  0.65
P 2.4966 -4.3593 -1.4031  0.64
O 0.4079 5.9502 0.2551  -0.07
O -0.8682 0.9312 0.2142  -0.18
O 2.9064 -5.4291 -0.4533  -0.29
O -1.2830 2.6085 -1.6333  -0.24
O 1.8262 0.8767 5.0310  0.10
O 1.4566 2.2538 3.4336  -0.12
O 0.3285 0.8462 -1.8763  -0.27
N 1.8961 -2.8145 -1.6363  -0.30
N 2.3334 1.3167 4.0915  -0.01
N 1.4698 -5.2155 -2.4746  -0.30
N 4.0426 -3.9629 -2.0965  -0.32
N -2.9197 1.9146 0.7168  0.03
C -5.1505 2.8670 0.6782  -0.23
C 1.2682 4.0716 -1.0048  -0.14
C 0.9850 2.7778 -0.2439  -0.28
C -1.5247 0.7914 2.5070  -0.14
C -1.6094 1.7127 1.2506  -0.43
C -0.8545 3.0191 1.5237  -0.06
C -3.7230 3.0232 1.2202  -0.21
C -2.8179 0.5891 3.3042  -0.69
C 0.2191 5.1657 -0.9402  -0.24
C 4.3727 -4.3341 -3.4607  -0.15
C 5.1710 -4.3074 -1.2336  -0.15
C 2.4900 -1.7137 -2.3770  -0.10
C 0.6624 2.9598 1.2643  -0.23
C 1.4024 1.8900 2.0542  -0.19
C -2.8836 1.5448 4.4917  -0.13
C 1.2819 -4.9369 -3.8815  -0.12
C -5.9469 1.7544 1.3567  -0.11
C 0.3254 -5.8751 -1.8564  -0.13
C 0.5259 -2.5605 -1.1925  -0.11
H -1.2491 3.8549 0.9512  0.10
H -1.1659 -0.1877 2.1876  0.10
H 4.9686 -4.0482 -0.1975  0.07
H 2.3047 -1.8126 -3.4515  0.08
H -6.9075 1.6179 0.8602  0.07
H 2.0525 -0.7651 -2.0612  0.05
H 3.5570 -1.6235 -2.2022  0.08
H -2.0276 1.3167 5.1288  0.08
H -0.1039 -6.6148 -2.5337  0.08
H -5.4425 0.7879 1.2821  0.06
H -5.6887 3.8131 0.7186  0.11
H -3.3375 3.9482 0.7945  0.11
H 6.0500 -3.7403 -1.5521  0.08
H 3.7493 -3.8085 -4.1848  0.06
H -2.7548 2.5840 4.1847  0.07
H 1.4979 3.8616 -2.0500  0.13
H -0.4614 6.2867 0.4981  0.09
H -3.8029 3.0620 2.3129  0.11
H 5.3946 -4.0201 -3.6853  0.08
H -0.9940 3.2832 2.5732  0.13
H -3.7196 0.6048 2.7041  0.06
H 5.4191 -5.3745 -1.2713  0.08
H -0.4712 -5.1728 -1.5767  0.07
H -3.7923 1.4045 5.0718  0.08
H 0.2679 -3.1976 -0.3438  0.08
H -0.7780 1.1515 3.2139  0.10
H -0.1999 -2.7461 -1.9927  0.08
H 0.3292 5.8383 -1.7950  0.12
H 0.3978 -1.5295 -0.8654  0.06
H 0.7668 -3.9857 -4.0885  0.08
H 2.1823 4.4864 -0.5706  0.13
H -5.0503 2.5903 -0.3754  0.11
H 0.6803 -5.7300 -4.3275  0.08
H 2.4274 1.8036 1.6757  0.13
H 0.6385 -6.4076 -0.9580  0.07
H 1.0561 3.9233 1.5903  0.15
H 0.9669 0.8979 1.9193  0.12
H -3.4400 1.0491 0.6869  0.12
H -6.1302 1.9510 2.4147  0.08
H 2.2170 -4.9498 -4.4310  0.04
H 1.8773 2.1555 -0.3102  0.13
H 4.3027 -5.4164 -3.6379  0.09
H -0.8037 4.7940 -0.9654  0.10

Electronic energy: -2749.81742 a.u.
Net charge: 0
Structure (SMILES): CCCN[C@]1(C[C@H](C)Cl)C[C@@H](CON=O)[C@H](CCO)S(=O)(=O)O1.CN(C)P(=O)(N(C)C)N(C)C
Spin multiplicity: 1

[2]
The following is a DFT calculation (ωB97M-V/def2-TZVPD) of 2 unconnected molecules or ions with the total composition C5H13NO in a non-equilibrium geometry.

Each line ends with the Löwdin charge.
Positions of all 20 atoms, in Å:
O 4.8879 4.2757 -2.1794  -0.07
N -0.1155 -1.1815 0.0606  -0.20
C 1.3245 -0.9621 0.0591  -0.16
C -2.4499 -0.5564 -0.1055  -0.21
C -2.1507 -1.1114 1.3080  -0.17
C -0.5705 -1.2146 1.4824  -0.21
C -1.1024 -0.0670 -0.5774  -0.14
H -0.2302 -0.3780 2.0753  0.09
H 3.9686 4.7206 -1.9913  0.10
H 1.5349 -0.6617 -1.0955  0.11
H -0.8375 0.9065 -0.2496  0.09
H 1.7572 -0.0318 0.4444  0.06
H -0.3267 -2.1518 2.0048  0.11
H -2.7084 -1.9755 1.6408  0.09
H -2.9259 -1.4264 -0.6475  0.12
H -2.3290 -0.2698 2.0049  0.10
H 1.8688 -1.9083 0.3804  0.10
H -3.2393 0.2121 -0.0537  0.10
H -0.9664 0.0563 -1.7013  0.12
H 4.6104 3.7250 -2.8593  -0.03

Electronic energy: -328.22513 a.u.
Net charge: 0
Structure (SMILES): CN1CCCC1.O
Relative energy (zero: lowest compared OMol25 entry of this formula, charge and spin): 246.06 kJ/mol
Spin multiplicity: 1

[3]
The following is a DFT calculation (ωB97M-V/def2-TZVPD) of a molecular structure, C3H6N2O in a non-equilibrium geometry.

Each line ends with the Löwdin charge.
Positions of all 12 atoms, in Å:
O -0.1972 2.5522 0.3557  0.01
N 0.7939 0.8287 -0.8470  0.02
N -0.9222 0.3394 0.6903  0.14
C -0.0293 1.4060 -0.0160  -0.64
C 0.5947 -0.5967 -0.9845  -0.29
C 0.4271 -0.9572 0.4600  0.06
H -0.1421 -1.7754 0.8585  0.08
H 1.3803 -0.7643 0.9882  0.12
H 1.4752 -1.0283 -1.4934  0.12
H -0.2855 -0.9205 -1.5705  0.11
H -1.3848 0.8279 1.4851  0.14
H -1.7102 0.0881 0.0735  0.13

Electronic energy: -302.56919 a.u.
Net charge: 0
Relative energy (zero: lowest compared OMol25 entry of this formula, charge and spin): 325.31 kJ/mol
Spin multiplicity: 1

[4]
The following is a DFT calculation (ωB97M-V/def2-TZVPD) of 14 unconnected molecules or ions with the total composition C16H44BFN14O27 in a non-equilibrium geometry.

Each line ends with the Löwdin charge.
Positions of all 103 atoms, in Å:
F 2.3851 1.4272 0.3734  -0.05
O 3.3543 -2.5098 0.5973  0.06
O 1.2069 -2.3594 0.5310  0.05
O 0.1449 -2.1544 4.2502  0.04
O -3.6584 -1.0457 -0.2808  0.07
O -1.9397 -5.2358 -3.0109  0.04
O -7.9813 -1.3984 3.9672  0.07
O -6.9603 2.6199 -1.4419  0.08
O 3.6863 2.0532 -4.5691  0.05
O 0.8976 -5.8405 7.7117  0.04
O 7.6472 8.1455 1.7245  0.07
O -2.1728 -9.2954 -0.4609  0.05
O -0.3198 0.9580 -0.1165  0.05
O 4.8202 2.8327 0.2921  0.14
O -0.4283 -9.8592 -1.5933  0.06
O 2.5969 -5.9639 6.3962  0.08
O 6.5004 2.5717 -8.8427  0.09
O -0.8380 4.1999 3.1264  0.04
O -4.3802 0.4126 1.1178  0.03
O -7.5088 0.1938 2.5918  0.06
O -0.2710 -1.4466 6.2427  0.08
O -1.1786 2.9034 -0.4588  0.05
O 5.2367 3.5253 -4.2954  0.06
O -3.2746 -3.5561 -3.1852  0.07
O 4.4576 2.0874 -8.3633  0.05
O -8.2181 0.8823 -1.2598  0.06
O 5.7485 7.9612 2.7291  0.05
O -1.8579 5.7005 1.9651  0.08
N -0.8807 5.2556 2.5204  -0.44
N -7.2769 -0.4995 3.5604  -0.45
N -8.0121 2.0352 -1.5832  -0.44
N 4.2475 3.0934 -4.8508  -0.43
N -4.5531 -0.4141 0.2397  -0.41
N 1.6067 -6.4282 6.9162  -0.45
N -1.4937 -9.2924 -1.4671  -0.46
N -2.2432 -4.0723 -2.8178  -0.44
N 6.6530 7.5301 2.0428  -0.46
N 5.4891 1.9268 -8.9905  -0.44
N 2.2919 -2.0808 1.0010  -0.44
N -1.0550 1.8759 0.1844  -0.42
N -0.0846 -2.3267 5.4333  -0.43
N 7.2648 2.6966 0.4204  0.18
C -5.9417 -0.6663 -0.2307  0.04
C 0.3658 6.0655 2.4522  0.05
C -6.0196 -0.2295 4.3122  0.05
C -9.1309 2.7971 -2.2017  0.05
C 6.5151 6.1290 1.5578  0.03
C -2.0200 -8.5276 -2.6307  0.04
C -1.8552 1.7480 1.4255  0.05
C 1.9661 2.1853 -1.8923  -0.02
C 3.6667 3.8863 -5.9648  0.05
C 5.5132 0.8527 -10.0205  0.05
C 6.1206 2.7675 0.3113  -0.36
C -0.1418 -3.7295 5.9284  0.04
C -1.2788 -3.2186 -2.0715  0.05
C 1.2133 -7.8186 6.5585  0.05
C 2.9594 1.4826 -0.9091  -0.27
C 2.3056 -1.1530 2.1623  0.05
B 4.2976 2.2768 -0.9095  -0.12
H 2.6469 4.1376 -5.6855  0.10
H 1.1459 5.5400 2.9898  0.09
H -5.5021 0.5901 3.8277  0.09
H -1.3129 -8.6145 -3.4465  0.10
H 5.7342 1.3240 -10.9732  0.10
H 2.3538 3.1801 -2.1228  0.07
H 0.6177 -3.8381 6.6925  0.08
H 0.0428 -4.3906 5.0890  0.10
H -5.4266 -1.1386 4.2884  0.10
H -5.9757 -0.4444 -1.2905  0.10
H -6.6141 -0.0308 0.3239  0.05
H 4.5442 0.3688 -10.0337  0.09
H -8.8025 3.1102 -3.1880  0.10
H -6.1509 -1.7170 -0.0471  0.11
H 1.0189 2.3012 -1.3888  0.04
H -1.1326 -3.8842 6.3445  0.11
H 1.8604 -0.2183 1.8383  0.08
H 0.2166 -7.7746 6.1297  0.10
H 5.6056 6.0827 0.9661  0.10
H 4.8972 2.4185 -1.9204  0.10
H 1.8804 1.5631 -2.7757  0.08
H -9.9957 2.1473 -2.2605  0.09
H 3.6910 3.2542 -6.8514  0.06
H -2.9810 -8.9590 -2.8936  0.10
H 0.1516 7.0282 2.9059  0.10
H -6.2989 0.0217 5.3309  0.10
H 1.9326 -8.2039 5.8461  0.10
H 4.2680 4.7777 -6.1001  0.10
H 0.6170 6.1808 1.4022  0.10
H -0.4149 -3.8185 -1.8125  0.09
H -2.9028 1.8117 1.1521  0.07
H 3.1633 0.4689 -1.2683  0.15
H -9.3244 3.6577 -1.5689  0.10
H 1.2122 -8.4004 7.4751  0.10
H -2.1320 -7.4939 -2.3205  0.07
H -1.6308 0.7877 1.8738  0.10
H -1.5656 2.5712 2.0793  0.07
H 1.7136 -1.6153 2.9456  0.06
H 6.2992 0.1572 -9.7428  0.10
H 7.3835 5.8753 0.9618  0.09
H 6.4407 5.4891 2.4317  0.10
H -1.7875 -2.8580 -1.1820  0.09
H 3.3342 -1.0100 2.4725  0.10
H -1.0040 -2.3916 -2.7187  0.11

Electronic energy: -3557.56118 a.u.
Net charge: 0
Spin multiplicity: 1